Record 1
15
Properties=species:S:1:pos:R:3:forces:R:3 method="wB97M-V/def2-TZVPD" e_homo_ev="-7.9369 / -7.9311" orbital_gap_ev="7.637 / 7.627"
H -1.064641 -0.780082 1.399899 -0.384 -0.076 -0.881
H 1.025944 2.675694 -0.937377 0.128 0.533 0.199
N -1.061878 -2.177774 -0.121113 -3.030 0.784 -2.414
C -1.403706 -0.985957 0.358643 -0.314 0.033 0.645
H 1.799371 -2.072843 -0.474210 0.881 -0.285 -0.439
H -0.266175 -2.705134 -0.025882 2.077 -0.804 1.604
S 1.657726 0.100918 -0.653481 -2.025 -0.769 2.522
H -1.278795 -2.143644 -1.118851 -0.349 -0.520 0.231
C 0.787903 1.032666 0.407202 3.017 2.273 -5.856
H 0.555931 3.048770 0.895339 -0.076 0.070 -1.700
H 0.502388 0.564683 1.234789 -1.346 -1.559 3.369
N 1.294287 -1.335048 -0.024029 1.475 0.843 -0.510
H -0.624026 2.337787 -0.322394 0.320 0.558 0.061
C 0.446281 2.433372 -0.053395 -0.672 -1.162 2.368
S -2.370603 0.006586 -0.565136 0.297 0.082 0.799

***

Record 2
14
Properties=species:S:1:pos:R:3:forces:R:3 method="wB97M-V/def2-TZVPD" e_homo_ev=-13.1689 orbital_gap_ev=9.332 total_charge=+1
C 1.658850 1.393453 0.353777 -0.262 0.225 0.033
H -2.861548 0.405700 -1.206597 -0.030 0.065 0.001
N -2.568776 0.432586 -0.235853 -0.269 0.090 -0.039
C -0.590484 -1.219037 0.533923 -0.279 -0.354 0.336
H -0.923361 -1.821890 1.356023 0.201 -0.312 0.346
H 2.286838 2.244720 0.635875 0.233 -0.257 -0.097
N 1.684138 -0.782075 -0.456553 -0.431 -0.847 -0.081
H 2.091700 -1.323026 -1.216675 -0.055 0.164 0.082
N 2.363629 0.410474 -0.067197 0.536 0.465 0.135
H -3.378631 0.237706 0.344649 -0.042 0.135 -0.047
H -1.480778 -0.538108 0.095305 0.109 0.190 -0.323
H 3.378023 0.293654 -0.184636 -0.350 0.083 0.120
H -2.225801 1.363649 -0.020549 -0.082 0.023 -0.025
C 0.566198 -1.097804 0.068509 0.721 0.331 -0.442

***

Record 3
14
Properties=species:S:1:pos:R:3:forces:R:3 method="wB97M-V/def2-TZVPD" e_homo_ev=-14.6758 smiles="C[N@H+]1CNC=N1" orbital_gap_ev=11.263 total_charge=+1
H 1.281718 -0.978761 1.550530 -0.369 -0.752 0.860
H 1.349990 -0.687663 -0.705511 1.295 -0.067 -1.110
H 0.482144 -2.319719 0.586116 0.403 1.267 -0.111
C 0.321126 1.966895 0.263080 -0.761 -0.601 -0.350
N -0.743592 1.552940 -0.408261 -1.555 -0.201 -1.337
C 0.435701 -1.240845 0.915676 -1.501 -2.284 2.644
H 0.142652 2.973762 0.597253 1.402 0.438 0.538
H -1.422779 -0.425603 -0.861624 0.969 0.275 0.061
H -0.065223 0.212557 -1.961094 -0.985 0.157 0.750
C -0.497715 0.194814 -0.919409 -0.254 0.079 -1.898
H -0.603827 -1.229080 1.435979 1.938 0.846 -0.825
N 0.654240 -0.309750 -0.122643 -1.852 4.098 -0.266
H -1.366475 2.275818 -0.858746 0.801 -1.649 0.606
N 1.269000 1.132349 0.473465 0.468 -1.606 0.437

***

The following calculated total energy values (in eV) correspond, in order, to the records above: -27887.984; -7699.293; -7702.072.